Entry 1:
A molecular structure, C2Na3O6 at a distorted geometry, computed with the ωB97M-V functional and the def2-TZVPD basis.

For the HOMO-LUMO gap, the calculation gives 3.080 eV. Its spin multiplicity is 1. For the molar mass, the calculation gives 188.99 g mol⁻¹. For the highest occupied orbital energy, the calculation gives -0.099 Eh. Its energy is -1014.6759 a.u. As for the net charge: -1.

Positions of all 11 atoms, in Å:
Na -1.56372 -0.39269 1.09780
Na 0.26755 -0.61458 -3.40342
Na -0.09055 0.68340 -1.10900
C 0.77341 -2.09597 -0.95534
O 1.41184 -0.99728 -1.15458
O 1.17142 -3.11934 -0.36626
O -0.43462 -2.16873 -1.57051
C -0.35310 2.19414 1.91441
O -0.98141 1.93199 0.74433
O 0.72912 1.58234 2.10647
O -0.92996 2.99673 2.69610

natural (NBO) atomic charge list, values in e, 6 entries: atom 1 (Na): 0.9619, atom 2 (Na): 0.9340, atom 3 (Na): 0.8972, atom 4 (C): 0.9057, atom 5 (O): -0.9732, atom 6 (O): -0.7675

=====

Entry 2:
A molecular structure, C2NaO4 at a distorted geometry, computed with the ωB97M-V functional and the def2-TZVPD basis.

For the HOMO-LUMO gap, the calculation gives 11.031 eV. Its spin multiplicity is 1. For the molar mass, the calculation gives 111.01 g mol⁻¹. For the highest occupied orbital energy, the calculation gives -0.596 Eh. Its energy is -539.1087 a.u. As for the net charge: +1.

Positions of all 7 atoms, in Å:
O -2.23966 -0.65360 -2.34125
C -2.93624 -0.52617 -3.22449
O 2.09382 1.50731 0.09262
C 2.49792 0.25746 0.12131
O 2.76134 -0.59869 -0.63637
O 1.48048 0.40948 0.97980
Na -0.91105 -0.95865 -0.17166

natural (NBO) atomic charge list, values in e, 6 entries: atom 1 (O): -0.6279, atom 2 (C): 0.6318, atom 3 (O): -0.1739, atom 4 (C): 0.9421, atom 5 (O): -0.4760, atom 6 (O): -0.2863

=====

Entry 3:
2 unconnected molecules or ions with the total composition C2O3S at a distorted geometry, computed with the ωB97M-V functional and the def2-TZVPD basis.

For the HOMO-LUMO gap, the calculation gives 11.285 eV. Its spin multiplicity is 1. For the molar mass, the calculation gives 104.09 g mol⁻¹. For the highest occupied orbital energy, the calculation gives -0.399 Eh. Its energy is -700.1772 a.u.

Positions of all 6 atoms, in Å:
O -2.01335 0.91403 -0.67679
C -1.72102 0.41716 0.30534
O -1.32452 -0.06311 1.27646
O 2.06600 0.53435 1.20287
C 1.73932 -0.16865 0.35722
S 1.32021 -1.08148 -0.80995

natural (NBO) analysis output, partial charges in e: atom 1 (O): -0.5017, atom 2 (C): 1.0224, atom 3 (O): -0.5207, atom 4 (O): -0.4444, atom 5 (C): 0.4323, atom 6 (S): 0.0120

=====

Entry 4:
A single C2O3S molecule at a distorted geometry, computed with the ωB97M-V functional and the def2-TZVPD basis.

For the HOMO-LUMO gap (spin up / spin down), the calculation gives 9.102 / 6.818 eV. Its spin multiplicity is 1. For the molar mass, the calculation gives 104.09 g mol⁻¹. For the highest occupied orbital energy (spin up / spin down), the calculation gives -0.438 / -0.378 Eh. Its energy is -699.7963 a.u.

Positions of all 6 atoms, in Å:
O -2.54787 0.98258 -1.65018
C -1.08599 0.45555 -0.93173
C -0.51510 0.07789 0.06629
S 1.11900 -0.42023 0.46077
O 1.08676 -1.71290 1.12471
O 1.94320 0.61711 0.93014

natural (NBO) analysis output, partial charges in e: atom 1 (O): -0.1675, atom 2 (C): 0.3071, atom 3 (C): -0.4471, atom 4 (S): 1.9284, atom 5 (O): -0.8055, atom 6 (O): -0.8155

=====

Entry 5:
A molecular structure, C30H15BrF4NNaO5P at a distorted geometry, computed with the ωB97M-V functional and the def2-TZVPD basis.

For the HOMO-LUMO gap, the calculation gives 6.075 eV. Its spin multiplicity is 1. For the molar mass, the calculation gives 679.31 g mol⁻¹. For the highest occupied orbital energy, the calculation gives -0.152 Eh. Its energy is -5060.3780 a.u. As for the net charge: -1.

Positions of all 58 atoms, in Å:
Na 2.51895 0.72806 -0.80655
O 2.99335 1.19546 4.99695
C 3.00065 1.21286 3.77625
C 2.17105 2.08176 2.87985
O 1.56585 3.10576 3.20225
C 2.23395 1.46866 1.56515
C 3.17185 0.40516 1.55655
O 3.43845 -0.31264 0.54095
C 3.80315 0.31716 2.87845
O 4.80895 -0.31334 3.18245
O 1.58105 1.85126 0.50985
F -1.44655 6.61376 0.01335
C -1.18745 5.31376 -0.18505
C -2.03785 4.33726 0.31755
F -3.14005 4.68106 1.00125
C -1.75535 2.99516 0.09515
F -2.64985 2.09916 0.53275
C -0.62135 2.58256 -0.59275
P -0.10535 0.82856 -0.75625
C -1.51085 0.46266 -1.93525
C -1.18535 0.73976 -3.26105
C -2.09855 0.54276 -4.27835
C -3.34945 0.02546 -3.98455
C -3.67395 -0.27644 -2.67315
C -2.76945 -0.05084 -1.64885
C -0.71795 0.08386 0.78085
C -0.62305 0.73136 2.00875
C -0.94805 0.06346 3.17465
C -1.41425 -1.24034 3.12805
C -1.49735 -1.89774 1.90965
C -1.11895 -1.25024 0.74765
C 0.17125 3.58006 -1.15125
Br 1.60815 3.15766 -2.27005
C -0.09035 4.92306 -0.94545
F 0.71095 5.85306 -1.48415
H -0.19235 1.10046 -3.49125
H -1.83015 0.77966 -5.29775
H -4.06625 -0.15024 -4.77625
H -4.64535 -0.69334 -2.44585
H -3.05215 -0.27594 -0.63005
H -0.28565 1.75506 2.05905
H -0.83945 0.57116 4.12135
H -1.70505 -1.74554 4.03995
H -1.86295 -2.91594 1.86435
H -1.13975 -1.78054 -0.19735
N 1.52695 -1.00214 -2.46635
C 1.50995 -2.00584 -1.90895
C 1.49785 -3.21554 -1.19095
C 0.68105 -4.28514 -1.56535
C 0.70945 -5.44954 -0.82165
C 1.54485 -5.55024 0.28185
C 2.35585 -4.48744 0.64955
C 2.33425 -3.31304 -0.07675
H 0.03635 -4.19964 -2.42975
H 0.07745 -6.28244 -1.10285
H 1.56185 -6.46274 0.85835
H 3.00555 -4.56704 1.50655
H 2.94125 -2.46294 0.19445

natural (NBO) atomic charge list, values in e, 6 entries: atom 1 (Na): 0.8955, atom 2 (O): -0.5404, atom 3 (C): 0.3747, atom 4 (C): 0.3552, atom 5 (O): -0.6095, atom 6 (C): 0.2138

=====

Entry 6:
A molecular structure, C30H16BBrCl3F4MnO3P, computed with the ωB97M-V functional and the def2-TZVPD basis.

For the HOMO-LUMO gap (spin up / spin down), the calculation gives 7.264 / 7.508 eV. Its spin multiplicity is 6. For the molar mass, the calculation gives 783.43 g mol⁻¹. For the highest occupied orbital energy (spin up / spin down), the calculation gives -0.280 / -0.292 Eh. Its energy is -7249.8689 a.u.

Positions of all 60 atoms, in Å:
Mn -1.19376 -0.32253 -0.26250
Cl -2.35510 7.11110 1.07102
C -2.17493 5.39237 0.91285
C -1.51637 4.87237 -0.18767
C -1.38279 3.50165 -0.28583
Cl -0.56580 2.80441 -1.65231
C -1.88532 2.59764 0.67743
O -1.73354 1.31792 0.56747
C -2.54668 3.19485 1.76739
Cl -3.17822 2.14817 2.99041
C -2.69298 4.56293 1.89195
H -1.11586 5.51799 -0.95604
H -3.20686 4.97552 2.74848
F 3.85007 -5.41607 1.06139
C 3.32979 -4.21485 0.85807
C 4.10705 -3.19669 0.33961
F 5.38346 -3.41149 0.04696
C 3.54022 -1.95013 0.14479
F 4.33477 -0.98244 -0.31520
C 2.20585 -1.68289 0.42256
P 1.44432 -0.06489 0.04136
C 2.16393 0.50316 -1.52634
C 3.28260 1.32982 -1.61965
C 3.71428 1.76425 -2.86083
C 3.04408 1.36946 -4.01315
C 1.93636 0.54164 -3.92539
C 1.49047 0.11631 -2.68264
C 2.01847 1.02136 1.36739
C 1.84869 2.39821 1.20216
C 2.14544 3.25937 2.24498
C 2.60082 2.75990 3.45812
C 2.75626 1.39298 3.62850
C 2.46270 0.52302 2.58819
C 1.45000 -2.71719 0.97202
Br -0.33986 -2.48657 1.56361
C 2.00757 -3.96473 1.18216
F 1.29138 -4.95584 1.70997
H 3.80803 1.63243 -0.72346
H 4.57877 2.41185 -2.93257
H 3.38522 1.71274 -4.98137
H 1.40643 0.23852 -4.81888
H 0.60625 -0.50697 -2.61457
H 1.47226 2.79135 0.26517
H 2.01075 4.32543 2.11138
H 2.82763 3.43617 4.27182
H 3.10486 0.99870 4.57421
H 2.58494 -0.54347 2.73427
O -3.42467 -1.61385 -0.41080
B -2.49739 -1.67700 -1.49661
O -2.86637 -2.75550 -2.29077
C -3.97133 -3.34386 -1.71789
C -4.68574 -4.44359 -2.14030
C -5.76001 -4.83297 -1.34493
C -6.09326 -4.14153 -0.18461
C -5.36983 -3.02878 0.23275
C -4.30713 -2.64938 -0.55978
H -4.41553 -4.97203 -3.04465
H -6.35011 -5.69286 -1.63440
H -6.93659 -4.47569 0.40596
H -5.62773 -2.47983 1.12870

natural (NBO) atomic charge list, values in e, 6 entries: atom 1 (Mn): 1.3083, atom 2 (Cl): -0.0057, atom 3 (C): -0.0525, atom 4 (C): -0.2496, atom 5 (C): -0.1211, atom 6 (Cl): -0.0026

=====

Entry 7:
19 unconnected molecules or ions with the total composition C30H17Cl72N2O2 at a distorted geometry, computed with the ωB97M-V functional and the def2-TZVPD basis.

For the HOMO-LUMO gap (spin up / spin down), the calculation gives 8.962 / 9.561 eV. Its spin multiplicity is 2. For the molar mass, the calculation gives 2990.09 g mol⁻¹. For the highest occupied orbital energy (spin up / spin down), the calculation gives -0.331 / -0.364 Eh. Its energy is -34546.7253 a.u.

Positions of all 123 atoms, in Å:
C 3.67964 -0.03198 -1.05691
C 2.69383 0.45075 -1.53940
C 1.52115 1.18359 -2.10890
N 2.06348 1.85816 -3.32953
C 1.20896 2.48518 -3.93559
O 0.23338 2.84183 -4.46251
C 0.47046 0.09777 -2.45995
C -0.37794 -0.44575 -1.26882
C -1.85540 -0.63236 -1.71250
C 0.12465 -1.89238 -0.95915
N -0.25256 0.32398 -0.00790
O 0.70607 -0.07365 0.75455
C -0.16121 1.77834 -0.21719
C -1.42257 2.41953 -0.85752
C -0.03242 2.41804 1.19761
C 1.09208 2.21788 -1.01863
H 4.67048 -0.37573 -0.90877
H -0.21158 0.39051 -3.26708
H 1.03272 -0.75812 -2.84750
H -1.98269 -1.51596 -2.33682
H -2.11487 0.22365 -2.35396
H -2.55016 -0.59546 -0.86848
H -0.31747 -2.23534 -0.01852
H -0.29414 -2.55755 -1.72355
H 1.21203 -1.96000 -0.94295
H -2.31753 1.83769 -0.60457
H -1.32901 2.44551 -1.95006
H -1.56043 3.42193 -0.45076
H -0.21092 3.49690 1.16296
H 0.95993 2.27029 1.63020
H -0.74057 1.92128 1.87224
H 1.91003 2.29996 -0.29844
H 0.91647 3.22648 -1.40370
C -2.44340 -2.21429 3.14267
Cl -2.80313 -3.53540 2.02081
Cl -2.28061 -2.85628 4.78281
Cl -0.94316 -1.43218 2.65442
Cl -3.77532 -1.03102 3.09429
C -5.71671 2.46767 3.77435
Cl -5.88824 1.03289 2.74832
Cl -5.54849 1.96872 5.45867
Cl -4.28250 3.37769 3.28083
Cl -7.14738 3.49172 3.59742
C -7.43781 6.53031 0.90307
Cl -7.80238 6.78076 -0.80891
Cl -6.98477 8.06823 1.64438
Cl -8.86557 5.87676 1.72605
Cl -6.09598 5.38970 1.05852
C -1.11529 1.91526 5.80310
Cl 0.57302 1.39312 5.75224
Cl -1.20087 3.66305 5.53563
Cl -2.02549 1.07918 4.54380
Cl -1.80650 1.52770 7.38553
C 3.58044 3.70889 -7.42047
Cl 5.19831 3.00913 -7.53534
Cl 3.68116 5.46408 -7.60127
Cl 2.55545 3.04083 -8.69584
Cl 2.88255 3.31842 -5.84006
C -5.13311 -2.92546 -1.34746
Cl -3.72789 -3.90993 -1.78325
Cl -5.22767 -1.51613 -2.42026
Cl -6.60675 -3.88271 -1.50699
Cl -4.96814 -2.37685 0.32240
C -4.83568 -5.26104 -5.65381
Cl -4.64208 -6.63941 -4.56089
Cl -3.37842 -5.08140 -6.64205
Cl -6.23460 -5.53137 -6.70161
Cl -5.07990 -3.79075 -4.70615
C -0.41103 -3.43155 -9.11079
Cl -0.79911 -3.80595 -10.79349
Cl -0.81298 -4.82048 -8.09043
Cl 1.31396 -3.07583 -8.96630
Cl -1.35011 -2.02928 -8.58522
C 4.78973 -3.13697 1.32665
Cl 3.72884 -2.27453 0.20588
Cl 6.06571 -3.95568 0.42117
Cl 5.50937 -1.96628 2.44259
Cl 3.85100 -4.35255 2.23109
C 6.95558 -4.53602 5.56951
Cl 7.05446 -2.90589 6.25278
Cl 8.48604 -4.93430 4.77649
Cl 6.63073 -5.69946 6.86308
Cl 5.65664 -4.59581 4.37081
C -10.46746 -2.95754 0.38919
Cl -10.90829 -3.30414 -1.28799
Cl -10.87381 -4.34464 1.40639
Cl -8.72972 -2.64737 0.48244
Cl -11.35317 -1.53332 0.94983
C -10.26421 9.99103 -0.54936
Cl -10.57512 9.42164 -2.19477
Cl -10.50584 8.65673 0.58717
Cl -8.60246 10.58031 -0.43716
Cl -11.38075 11.30577 -0.15983
C 4.69928 -4.87703 -3.55390
Cl 4.24871 -5.17812 -5.23735
Cl 4.17051 -6.23228 -2.54915
Cl 6.45672 -4.70621 -3.43519
Cl 3.92733 -3.39231 -2.99037
C 9.96071 -4.27659 0.96268
Cl 11.57431 -3.58791 0.76759
Cl 9.39414 -4.91776 -0.58787
Cl 10.02728 -5.59057 2.14948
Cl 8.85018 -3.02110 1.51737
C -7.06561 2.69256 9.04187
Cl -5.54655 1.83205 8.74065
Cl -7.26244 3.98748 7.85584
Cl -8.41627 1.56051 8.90920
Cl -7.03224 3.38497 10.66776
C 13.78694 -1.82780 4.04479
Cl 12.46173 -2.98999 3.94577
Cl 13.13185 -0.18457 4.00201
Cl 14.67741 -2.06824 5.55254
Cl 14.87963 -2.06298 2.67270
C -8.16781 1.53090 -2.36860
Cl -8.60389 1.18422 -4.04662
Cl -8.56818 0.13981 -1.35594
Cl -6.43122 1.86006 -2.26653
Cl -9.06453 2.94521 -1.80505
C 17.93239 1.29911 2.71127
Cl 18.66494 0.43348 1.35362
Cl 17.83732 3.02329 2.32720
Cl 16.30899 0.66534 3.00374
Cl 18.92349 1.07169 4.15795

Mulliken atomic charge list, values in e, 6 entries: atom 1 (C): 0.3285, atom 2 (C): -2.7941, atom 3 (C): 3.1660, atom 4 (N): -0.9061, atom 5 (C): 0.8830, atom 6 (O): -0.4579

=====

Entry 8:
A molecular structure, C30H17F5N5SeTc at a distorted geometry, computed with the ωB97M-V functional and the def2-TZVPD basis.

For the HOMO-LUMO gap (spin up / spin down), the calculation gives 6.522 / 4.355 eV. Its spin multiplicity is 4. For the molar mass, the calculation gives 719.45 g mol⁻¹. For the highest occupied orbital energy (spin up / spin down), the calculation gives -0.580 / -0.583 Eh. Its energy is -4407.8201 a.u. As for the net charge: +3.

Positions of all 59 atoms, in Å:
Tc -0.35625 1.43180 1.29739
C 0.96428 -1.89747 3.80362
C 0.96341 -0.72949 3.04018
N -0.08109 -0.36580 2.30472
C -1.19157 -1.15576 2.31398
C -1.27593 -2.34435 3.05104
C -0.14706 -2.70854 3.80934
C -2.50309 -3.08190 3.01850
C -3.58198 -2.62663 2.33814
C -3.53053 -1.39231 1.61478
C -4.62638 -0.80577 0.95176
C -4.47116 0.40549 0.31471
C -3.22373 1.02746 0.31880
N -2.16956 0.49328 0.93004
C -2.32033 -0.68838 1.58627
H 1.83703 -2.14105 4.39236
H 1.81723 -0.06353 3.04508
H -0.16447 -3.61260 4.40547
H -2.55641 -4.01268 3.56862
H -4.50847 -3.18608 2.34339
H -5.58856 -1.30285 0.96349
H -5.30215 0.88581 -0.18187
H -3.07820 1.98337 -0.17275
F -2.14197 4.77179 6.94556
C -1.48988 4.49258 5.84352
C -1.83104 3.35835 5.11137
F -2.81147 2.55602 5.49681
C -1.12007 3.09436 3.96562
F -1.45405 1.98504 3.21035
C -0.07307 3.87276 3.51338
Se 0.93964 3.35268 1.99862
C 0.23768 5.01237 4.24830
F 1.22511 5.78964 3.83572
C -0.46547 5.32790 5.40328
F -0.16804 6.40677 6.09099
N 3.31471 -1.54059 -4.16808
C 3.36541 -1.90879 -5.49643
C 4.25277 -2.63599 -6.23884
C 3.95359 -2.79270 -7.61125
C 2.77539 -2.28115 -8.19849
C 1.87411 -1.57063 -7.45836
C 2.15798 -1.38400 -6.07017
N 1.44950 -0.76205 -5.12919
C 2.16094 -0.85336 -3.99503
C 1.68893 -0.25582 -2.75382
C 2.36973 -0.32291 -1.53633
C 1.79802 0.22374 -0.40775
N 0.59980 0.83518 -0.41241
C -0.03018 0.95658 -1.59930
C 0.46814 0.42801 -2.76639
H 4.02209 -1.74712 -3.47938
H 5.13333 -3.09364 -5.80645
H 4.66710 -3.31604 -8.23520
H 2.60473 -2.44085 -9.25390
H 0.99091 -1.12542 -7.89697
H 3.34594 -0.78010 -1.44776
H 2.31839 0.18683 0.53967
H -0.96303 1.50503 -1.60260
H -0.07067 0.54352 -3.69617

natural (NBO) atomic charge list, values in e, 6 entries: atom 1 (Tc): 0.9850, atom 2 (C): -0.2324, atom 3 (C): 0.0843, atom 4 (N): -0.4588, atom 5 (C): 0.2151, atom 6 (C): -0.0738

=====

> Which formula does entry 1 have?

C2Na3O6